93
Properties=species:S:1:pos:R:3:lowdin_charge:R:1 method="wB97M-V/def2-TZVPD" total_charge=+4 gap_ev="4.0 / 3.4" molar_mass_g_mol=691.32 multiplicity=2 max_force_ev_per_a=10.09
O -4.178 -0.478 -0.637 -0.174
V -2.961 -1.338 -0.047 1.118
O -2.948 -1.121 1.545 -0.145
Sr -0.890 -0.525 -3.278 1.783
Ca 0.741 -2.596 -0.470 1.629
C -0.293 0.066 -0.405 -1.014
O -0.183 -0.669 0.565 -0.093
O -1.359 0.330 -0.861 -0.104
O 0.565 -0.185 -1.281 -0.255
C -0.425 -0.371 5.465 -0.034
C -0.835 -0.166 4.061 -0.478
C -0.652 1.276 3.590 -0.032
O 0.007 -0.999 3.248 -0.088
H -0.544 -1.405 5.789 0.091
H -1.076 0.232 6.098 0.106
H 0.620 -0.081 5.576 0.101
H -1.893 -0.402 3.950 0.131
H -1.239 1.949 4.215 0.102
H -0.992 1.358 2.558 0.048
H 0.384 1.615 3.622 0.087
H -0.161 -0.778 2.329 0.006
C -5.158 1.826 -4.043 -0.008
C -4.357 0.548 -3.923 -0.540
C -4.328 -0.083 -5.321 -0.024
O -3.087 0.846 -3.519 -0.170
H -5.220 2.220 -3.028 0.085
H -6.141 1.633 -4.471 0.117
H -4.551 2.541 -4.599 0.109
H -4.906 -0.065 -3.209 0.133
H -3.880 0.559 -6.080 0.103
H -5.301 -0.333 -5.745 0.109
H -3.832 -1.050 -5.242 0.062
H -3.167 1.494 -2.816 0.059
C 2.189 2.889 0.455 0.038
C 1.528 3.270 -0.833 -0.351
C 1.912 4.721 -1.205 0.041
O 1.930 2.289 -1.789 0.228
H 1.821 3.566 1.225 0.134
H 3.262 3.059 0.359 0.126
H 1.902 1.877 0.739 0.082
H 0.453 3.130 -0.718 0.160
H 1.882 4.770 -2.293 0.108
H 2.836 5.097 -0.766 0.120
H 1.148 5.426 -0.880 0.113
H 1.605 1.409 -1.586 0.063
C 0.825 -4.309 3.890 -0.002
C 0.198 -4.522 2.485 -0.458
C -1.304 -4.741 2.511 -0.026
O 0.422 -3.367 1.745 -0.204
H 1.911 -4.332 3.810 0.089
H 0.624 -5.159 4.542 0.104
H 0.495 -3.408 4.407 0.080
H 0.678 -5.381 2.016 0.151
H -1.502 -5.679 3.029 0.109
H -1.662 -4.836 1.486 0.066
H -1.812 -3.929 3.031 0.093
H 0.144 -2.641 2.308 0.043
C 3.401 -1.476 2.593 -0.004
C 3.203 -1.150 1.154 -0.546
C 4.454 -0.535 0.562 -0.016
O 2.878 -2.243 0.402 -0.140
H 3.625 -0.656 3.275 0.119
H 4.197 -2.221 2.587 0.109
H 2.489 -1.966 2.935 0.065
H 2.468 -0.346 1.123 0.118
H 4.436 -0.380 -0.516 0.059
H 5.378 -1.085 0.741 0.112
H 4.554 0.459 0.998 0.098
H 3.679 -2.771 0.404 0.135
C 3.984 -2.968 -3.948 0.000
C 3.507 -2.089 -2.769 -0.454
C 3.563 -0.576 -3.015 -0.021
O 2.171 -2.463 -2.501 -0.177
H 3.446 -2.640 -4.837 0.092
H 3.901 -4.025 -3.695 0.103
H 5.031 -2.742 -4.151 0.111
H 4.104 -2.467 -1.939 0.138
H 3.070 -0.283 -3.941 0.092
H 4.573 -0.180 -3.121 0.116
H 3.123 -0.031 -2.180 0.039
H 1.707 -2.300 -3.326 0.072
C -1.969 4.178 0.586 -0.027
C -2.938 3.068 0.095 -0.459
C -4.354 3.641 0.029 -0.024
O -2.636 2.625 -1.218 -0.081
H -2.428 4.545 1.504 0.096
H -1.707 4.975 -0.110 0.093
H -1.007 3.812 0.946 0.045
H -2.954 2.235 0.798 0.128
H -4.475 4.367 -0.775 0.104
H -4.600 4.038 1.015 0.098
H -5.001 2.784 -0.159 0.079
H -2.118 1.819 -1.149 -0.002

=====

93
Properties=species:S:1:pos:R:3:lowdin_charge:R:1 method="wB97M-V/def2-TZVPD" total_charge=0 gap_ev=9.2 molar_mass_g_mol=601.81 max_force_ev_per_a=0.52
C 0.166 2.187 4.061 -0.090
C 1.024 1.239 3.233 -0.242
C 1.140 -0.178 3.800 -0.179
C -0.173 -0.909 3.997 -0.181
O -0.591 -1.464 2.699 -0.334
S -1.866 -0.944 1.954 0.880
O -1.893 0.505 2.035 -0.426
O -3.081 -1.412 3.031 -0.601
P -4.095 -0.313 3.683 0.229
S -3.737 0.222 5.486 0.196
H 0.623 2.372 5.037 0.080
H -0.846 1.813 4.222 0.047
H 0.071 3.150 3.558 0.074
H 2.036 1.649 3.180 0.090
H 0.665 1.201 2.202 0.087
H 1.756 -0.789 3.135 0.116
H 1.656 -0.146 4.765 0.121
H -0.958 -0.258 4.382 0.067
H -0.084 -1.764 4.661 0.128
H -5.310 -0.980 3.492 -0.016
H -4.137 0.716 2.744 -0.007
C 7.889 2.831 -1.132 -0.119
O 7.010 1.728 -1.077 -0.199
C 7.570 0.552 -0.508 -0.218
C 6.871 0.196 0.785 -0.220
N 7.149 1.186 1.812 -0.050
C 6.408 1.009 3.053 -0.200
C 4.891 1.131 2.992 -0.235
O 4.433 2.431 2.673 -0.191
C 4.270 2.705 1.294 -0.095
H 7.375 3.623 -1.674 0.087
H 8.159 3.199 -0.136 0.083
H 8.812 2.580 -1.666 0.088
H 8.641 0.691 -0.331 0.122
H 7.443 -0.266 -1.223 0.121
H 7.238 -0.778 1.125 0.124
H 5.800 0.083 0.564 0.108
H 6.960 2.108 1.440 0.079
H 6.773 1.749 3.769 0.120
H 6.652 0.022 3.462 0.118
H 4.494 0.908 3.987 0.119
H 4.448 0.404 2.299 0.109
H 3.952 1.814 0.745 0.089
H 5.183 3.090 0.831 0.074
H 3.492 3.464 1.204 0.083
C -7.300 -4.845 -3.304 -0.118
O -7.702 -3.551 -2.907 -0.197
C -8.358 -3.495 -1.646 -0.218
C -7.536 -2.706 -0.652 -0.218
N -6.307 -3.410 -0.324 -0.047
C -5.378 -2.669 0.515 -0.198
C -4.783 -1.386 -0.052 -0.230
O -3.909 -1.589 -1.145 -0.184
C -4.511 -1.600 -2.425 -0.090
H -6.909 -4.762 -4.316 0.088
H -6.521 -5.258 -2.653 0.083
H -8.145 -5.542 -3.309 0.088
H -8.537 -4.507 -1.268 0.122
H -9.324 -3.003 -1.786 0.122
H -8.122 -2.574 0.263 0.125
H -7.366 -1.707 -1.080 0.109
H -5.843 -3.679 -1.183 0.081
H -4.548 -3.334 0.767 0.124
H -5.885 -2.426 1.456 0.108
H -4.164 -0.940 0.729 0.059
H -5.553 -0.651 -0.318 0.119
H -5.374 -0.928 -2.465 0.091
H -4.839 -2.599 -2.725 0.076
H -3.765 -1.252 -3.139 0.081
C 0.637 3.263 -0.770 -0.111
O 0.973 1.893 -0.738 -0.201
C -0.145 1.011 -0.760 -0.221
C -0.163 0.187 -2.026 -0.207
N -0.444 1.018 -3.185 -0.047
C -0.337 0.339 -4.468 -0.204
C 1.030 -0.202 -4.874 -0.227
O 1.998 0.805 -5.102 -0.179
C 2.748 1.203 -3.971 -0.102
H 1.563 3.823 -0.647 0.080
H 0.169 3.556 -1.716 0.084
H -0.046 3.526 0.046 0.090
H -1.079 1.571 -0.653 0.126
H -0.051 0.344 0.100 0.088
H -0.948 -0.572 -1.935 0.121
H 0.801 -0.340 -2.093 0.110
H 0.180 1.816 -3.177 0.080
H -0.662 1.036 -5.244 0.118
H -1.045 -0.498 -4.473 0.113
H 0.910 -0.731 -5.823 0.120
H 1.414 -0.926 -4.144 0.109
H 2.906 0.367 -3.283 0.087
H 2.274 2.017 -3.416 0.072
H 3.717 1.550 -4.328 0.087

=====

89
Properties=species:S:1:pos:R:3:lowdin_charge:R:1 method="wB97M-V/def2-TZVPD" total_charge=0 gap_ev=8.9 molar_mass_g_mol=488.71 smiles=COC[C@H](C)N.COCCNCCOC.COCCNCCOC.COCCNCCOC max_force_ev_per_a=3.15
C -2.262 -2.974 -0.347 -0.091
O -1.697 -2.309 0.783 -0.228
C -1.563 -3.168 1.935 -0.168
C -0.548 -2.486 2.928 -0.429
C -0.523 -3.002 4.376 -0.050
N -0.971 -1.120 2.879 0.042
H -3.328 -2.835 -0.166 0.092
H -2.068 -4.027 -0.553 0.090
H -1.908 -2.443 -1.230 0.067
H -2.515 -3.168 2.466 0.117
H -1.530 -4.250 1.806 0.118
H 0.458 -2.526 2.508 0.121
H -1.385 -2.615 4.920 0.077
H 0.412 -2.639 4.802 0.063
H -0.530 -4.089 4.301 0.069
H -1.389 -1.015 1.965 0.054
H -0.232 -0.488 3.153 0.043
C 0.127 0.730 5.424 -0.096
O 0.959 -0.062 4.616 -0.223
C 2.125 0.566 4.246 -0.243
C 3.067 -0.409 3.526 -0.160
N 3.614 -1.296 4.579 -0.065
C 4.984 -1.715 4.336 -0.180
C 5.894 -0.423 4.645 -0.160
O 5.839 0.147 6.004 -0.203
C 6.425 -0.661 6.970 -0.145
H -0.844 0.313 5.694 0.091
H -0.090 1.679 4.934 0.084
H 0.597 0.889 6.395 0.090
H 2.547 1.047 5.128 0.125
H 1.976 1.365 3.519 0.120
H 3.886 0.116 3.035 0.102
H 2.478 -0.891 2.746 0.113
H 3.775 -0.808 5.448 0.086
H 5.205 -2.108 3.343 0.114
H 5.234 -2.520 5.027 0.099
H 5.652 0.441 4.026 0.104
H 6.931 -0.640 4.388 0.105
H 5.993 -1.649 7.125 0.080
H 6.485 -0.154 7.933 0.091
H 7.428 -0.896 6.612 0.082
C 0.978 -1.885 -1.687 -0.116
O 0.904 -2.136 -3.059 -0.199
C -0.010 -1.365 -3.856 -0.207
C -0.129 -1.831 -5.340 -0.198
N -0.877 -3.117 -5.557 -0.028
C -1.005 -3.287 -7.101 -0.182
C -2.169 -2.573 -7.717 -0.219
O -2.607 -3.301 -8.915 -0.207
C -3.724 -2.702 -9.648 -0.099
H 0.249 -1.088 -1.542 0.078
H 1.939 -1.560 -1.288 0.087
H 0.569 -2.712 -1.106 0.077
H 0.335 -0.334 -3.929 0.115
H -0.986 -1.368 -3.370 0.109
H 0.907 -1.840 -5.679 0.113
H -0.675 -0.990 -5.768 0.111
H -0.454 -3.873 -5.037 0.093
H -1.028 -4.334 -7.402 0.114
H -0.102 -3.010 -7.643 0.107
H -1.924 -1.569 -8.062 0.111
H -3.019 -2.445 -7.047 0.120
H -3.970 -2.950 -10.681 0.079
H -3.806 -1.616 -9.594 0.073
H -4.621 -2.989 -9.100 0.074
C 0.604 4.040 0.186 -0.102
O 0.272 2.793 0.844 -0.197
C -0.906 2.963 1.713 -0.142
C -2.439 3.225 1.169 -0.122
N -2.676 3.497 -0.314 -0.069
C -3.238 4.819 -0.583 -0.240
C -3.332 5.345 -2.005 -0.174
O -2.008 5.867 -2.390 -0.185
C -1.903 6.103 -3.778 -0.148
H -0.030 4.327 -0.653 0.059
H 1.569 3.812 -0.265 0.089
H 0.549 4.930 0.813 0.089
H -0.639 3.671 2.498 0.100
H -0.953 2.000 2.222 0.089
H -2.986 4.006 1.696 0.093
H -3.053 2.337 1.325 0.092
H -1.755 3.563 -0.723 0.058
H -2.759 5.551 0.067 0.120
H -4.293 4.678 -0.347 0.115
H -4.162 6.052 -2.015 0.118
H -3.556 4.590 -2.759 0.117
H -2.437 7.004 -4.082 0.074
H -2.372 5.384 -4.451 0.080
H -0.980 6.413 -4.267 0.083

=====

95
Properties=species:S:1:pos:R:3:lowdin_charge:R:1 method="wB97M-V/def2-TZVPD" total_charge=-1 gap_ev=9.8 molar_mass_g_mol=578.52 max_force_ev_per_a=8.03
B -0.295 -0.251 -0.060 -1.366
F 0.593 -0.311 -1.130 0.144
F -0.719 1.074 -0.008 0.113
F -1.403 -0.895 -0.329 0.220
F 0.295 -0.589 1.192 0.112
C -2.892 -4.265 -0.031 -0.059
C -2.022 -5.403 0.527 -0.271
N -1.425 -6.260 0.965 0.117
H -3.607 -3.752 0.712 0.101
H -2.200 -3.496 -0.339 0.035
H -3.490 -4.514 -0.952 0.089
C -0.206 3.505 2.661 -0.021
C -1.187 4.106 3.584 -0.242
N -1.973 4.528 4.295 0.120
H 0.639 3.150 3.040 0.017
H -0.494 2.722 2.139 0.016
H -0.004 4.373 1.995 0.099
C 2.646 2.081 -0.372 -0.031
C 3.553 3.208 0.214 -0.275
N 4.327 3.937 0.564 0.108
H 3.357 1.755 -1.250 0.118
H 2.237 1.482 0.335 0.020
H 1.895 2.574 -0.958 0.060
C 4.187 -1.224 0.188 -0.095
C 5.109 -0.118 0.483 -0.293
O 6.482 -0.573 0.505 -0.050
H 4.227 -1.938 -0.496 0.021
H 3.066 -0.913 0.206 0.109
H 4.265 -1.936 0.971 0.062
H 4.778 0.386 1.419 0.097
H 4.898 0.850 -0.219 0.126
H 6.806 -0.942 1.279 0.037
C -0.359 -4.116 4.704 -0.080
C -0.641 -3.282 3.385 -0.334
O 0.458 -2.517 3.250 -0.050
H -1.304 -4.873 4.912 0.126
H -0.387 -3.320 5.587 0.107
H 0.608 -4.425 4.616 0.012
H -1.368 -2.585 3.944 0.114
H -1.115 -3.775 2.476 0.112
H 0.268 -2.134 2.475 -0.001
C 3.101 1.323 3.877 -0.039
C 2.921 -0.223 3.671 -0.389
O 2.290 -0.844 4.677 -0.054
H 2.155 1.760 4.027 0.030
H 3.664 1.879 3.167 0.038
H 3.704 1.402 4.837 0.095
H 3.889 -0.613 3.800 0.094
H 2.597 -0.419 2.745 0.054
H 1.747 -1.408 4.027 0.094
C -3.453 0.520 3.082 -0.093
C -3.986 0.380 1.694 -0.332
O -3.284 1.278 0.796 -0.104
H -3.536 1.523 3.505 0.073
H -2.438 0.001 2.988 0.096
H -4.063 -0.143 3.762 0.085
H -5.054 0.597 1.641 0.100
H -4.116 -0.679 1.328 0.113
H -2.323 1.096 0.883 0.044
C -1.429 4.103 -0.540 -0.078
C -2.105 4.970 -1.572 -0.262
O -3.176 5.653 -0.898 -0.139
H -0.801 3.609 -1.172 0.040
H -2.132 3.564 0.212 0.122
H -0.748 4.499 0.074 0.005
H -2.727 4.480 -2.432 0.133
H -1.532 5.716 -1.896 0.064
H -4.030 5.153 -0.736 0.111
C -0.812 -3.149 -4.969 -0.087
C -1.244 -2.054 -4.018 -0.353
O -0.630 -2.438 -2.863 -0.025
H 0.430 -3.069 -5.105 0.127
H -1.257 -2.976 -5.999 0.083
H -0.757 -4.138 -4.652 0.030
H -2.372 -1.953 -3.856 0.139
H -0.829 -1.132 -4.323 0.079
H -1.154 -2.184 -2.213 -0.024
C -3.729 1.707 -3.766 -0.094
C -2.889 1.073 -2.638 -0.324
O -3.420 -0.146 -2.186 -0.108
H -3.657 2.803 -3.801 0.040
H -4.913 1.754 -3.422 0.132
H -3.650 1.314 -4.691 0.009
H -2.629 1.889 -1.887 0.117
H -2.032 0.583 -3.314 0.133
H -2.901 -0.093 -1.341 0.061
C 3.537 -1.110 -4.889 -0.054
C 2.357 -0.919 -3.964 -0.388
O 2.550 -0.280 -2.793 -0.004
H 3.889 -0.052 -5.110 0.083
H 3.315 -1.725 -5.661 0.003
H 4.564 -1.700 -4.218 0.171
H 1.998 -1.817 -3.707 0.068
H 1.603 -0.440 -4.392 0.076
H 1.850 -0.263 -2.274 -0.037

=====

96
Properties=species:S:1:pos:R:3:lowdin_charge:R:1 method="wB97M-V/def2-TZVPD" total_charge=+6 gap_ev=8.4 molar_mass_g_mol=579.74 max_force_ev_per_a=3.87
C 4.373 5.275 2.805 0.046
C 4.152 4.898 1.340 -0.370
O 3.113 4.477 0.921 0.151
N 5.372 4.950 0.444 0.119
H 5.229 5.531 -0.385 0.199
H 6.013 5.555 0.960 0.185
C 5.829 3.561 0.036 0.024
H 5.392 5.526 3.104 0.102
H 4.319 4.385 3.440 0.099
H 3.601 5.962 3.141 0.115
H 6.530 3.675 -0.791 0.117
H 5.101 2.850 -0.345 0.092
H 6.401 3.088 0.830 0.103
C -5.274 0.156 2.721 0.056
C -4.158 -0.556 2.005 -0.363
O -4.334 -1.263 1.053 0.140
N -2.723 -0.377 2.529 0.092
H -2.114 0.114 1.843 0.096
H -2.729 0.335 3.258 0.166
C -2.172 -1.732 2.959 0.038
H -6.196 -0.256 2.319 0.116
H -5.199 1.205 2.425 0.083
H -5.108 0.071 3.795 0.112
H -2.809 -2.208 3.702 0.115
H -1.216 -1.543 3.442 0.096
H -2.115 -2.338 2.060 0.087
C -1.691 4.032 2.122 0.018
C -3.176 4.204 2.164 -0.367
O -3.834 3.249 2.482 0.147
N -3.824 5.488 1.758 0.119
H -3.156 6.248 1.893 0.185
H -3.890 5.526 0.739 0.201
C -5.197 5.707 2.402 0.057
H -1.304 3.361 2.883 0.102
H -1.239 5.024 2.215 0.093
H -1.306 3.683 1.162 0.082
H -5.432 5.367 3.409 0.121
H -5.928 5.172 1.797 0.113
H -5.374 6.778 2.328 0.119
C -5.980 -5.551 -1.477 0.055
C -5.135 -4.520 -2.159 -0.384
O -5.423 -3.897 -3.129 0.210
N -3.801 -4.215 -1.449 0.089
H -3.732 -4.524 -0.482 0.173
H -3.180 -4.866 -1.933 0.180
C -3.336 -2.772 -1.616 0.019
H -5.400 -6.476 -1.427 0.113
H -6.837 -5.652 -2.140 0.123
H -6.170 -5.182 -0.469 0.111
H -4.125 -2.190 -1.147 0.089
H -3.240 -2.579 -2.681 0.095
H -2.402 -2.614 -1.081 0.068
C 2.688 0.343 2.672 0.038
C 4.122 0.354 2.287 -0.369
O 4.547 1.131 1.489 0.161
N 5.001 -0.675 3.037 0.137
H 5.334 -0.341 3.941 0.200
H 4.466 -1.529 3.169 0.170
C 6.175 -1.122 2.135 0.045
H 2.197 0.495 1.713 0.086
H 2.421 1.214 3.272 0.118
H 2.305 -0.547 3.170 0.099
H 6.761 -0.255 1.838 0.107
H 5.868 -1.556 1.185 0.080
H 6.706 -1.927 2.638 0.122
C -0.779 -1.335 -7.616 0.049
C -0.943 -1.681 -6.151 -0.352
O -1.871 -2.331 -5.753 0.174
N 0.073 -1.067 -5.168 0.099
H 0.933 -1.571 -4.982 0.173
H 0.223 -0.128 -5.533 0.173
C -0.450 -0.773 -3.730 0.024
H 0.150 -0.817 -7.854 0.097
H -1.555 -0.607 -7.868 0.124
H -0.949 -2.231 -8.211 0.122
H -1.385 -0.231 -3.832 0.122
H 0.445 -0.323 -3.307 0.085
H -0.608 -1.738 -3.254 0.078
C 1.674 -1.820 -0.659 0.028
C 2.899 -2.725 -0.566 -0.344
O 3.896 -2.455 0.033 0.165
N 2.853 -3.933 -1.483 0.101
H 1.877 -4.205 -1.577 0.172
H 3.091 -3.549 -2.399 0.185
C 3.730 -5.188 -1.230 0.077
H 1.324 -1.669 -1.679 0.069
H 1.772 -0.850 -0.185 0.077
H 0.863 -2.292 -0.098 0.103
H 3.861 -5.786 -2.129 0.121
H 3.122 -5.739 -0.513 0.111
H 4.674 -5.023 -0.713 0.112
O 0.151 1.221 -1.054 0.090
C -0.751 0.545 -0.326 -0.772
O -1.237 1.130 0.718 -0.083
O -1.030 -0.641 -0.590 -0.038
H 0.187 2.081 -0.611 0.116